1.
DFT (ωB97M-V with the def2-TZVPD basis set) results for a single C6H11NO2 molecule at a distorted geometry.

XYZ file:
```
20
Properties=species:S:1:pos:R:3
N 2.4503 -0.5867 0.3410
C 1.4801 -0.2833 -0.6626
C 1.0148 1.1840 -0.5704
C -0.1126 1.1966 0.4593
C -1.5626 1.0923 -0.1198
C -2.0553 -0.4706 -0.0516
O -1.1333 -1.5760 -0.1597
C -0.0363 -0.7085 -0.3568
O 0.0218 -0.0774 1.0342
H 2.5236 -1.5787 0.6250
H 2.1618 0.1372 1.2418
H 1.9439 -0.4609 -1.6311
H 1.9264 1.7040 -0.1189
H 0.7346 1.5312 -1.5877
H -0.1103 1.8972 1.2613
H -2.2706 1.5657 0.6011
H -1.7997 1.6383 -1.0935
H -2.4430 -0.5480 0.8957
H -2.9242 -0.5911 -0.6754
H -0.3726 -0.0237 -1.0894
```

gap between HOMO and LUMO	9.828	eV
energy	-440.2393	hartree
ΔE to the lowest compared entry with this formula, charge and spin	650.9	kJ/mol
charge	0

2.
DFT (ωB97M-V with the def2-TZVPD basis set) results for a molecular structure, C6H11NO2 at a distorted geometry.

XYZ file:
```
20
Properties=species:S:1:pos:R:3
C -1.7483 -1.4428 -0.8056
C -0.2577 -1.3055 -0.6701
C -0.2370 0.3940 1.0382
C 0.5903 1.7923 1.1109
C 1.8358 1.5576 0.3120
C 1.5145 0.3155 -0.5910
H -2.8241 -2.3668 -1.4315
H -2.4355 -0.2525 -1.1561
H -2.0730 -1.5318 0.0296
H 0.1057 -2.3767 0.0677
H 0.5020 -1.5105 -1.6428
H 0.0415 -0.3124 1.8130
H -1.3368 0.5862 1.3529
H 0.7750 2.3692 2.1026
H -0.0774 2.6498 0.6414
H 2.6276 2.6627 -0.1167
H 2.7275 1.5140 1.1198
N 0.2831 -0.1455 -0.1269
O -2.0945 -2.6631 -1.5405
O 2.0811 0.0663 -1.5071
```

gap between HOMO and LUMO	9.910	eV
energy	-440.1619	hartree
ΔE to the lowest compared entry with this formula, charge and spin	854.1	kJ/mol
charge	0

3.
DFT (ωB97M-V with the def2-TZVPD basis set) results for a single C6H11NO2 molecule at a distorted geometry.

XYZ file:
```
20
Properties=species:S:1:pos:R:3
H -1.6179 -1.9653 1.1715
N -1.8747 -1.0551 0.4295
C -0.6950 -0.8017 0.1066
O 0.0948 -1.8752 0.9856
C 0.0264 0.3854 -0.4295
C 0.1848 0.3344 -1.9469
C 1.2225 1.3074 -2.4704
C 0.9827 2.7741 -2.2062
C 2.0386 0.9013 -3.6184
O 2.5807 0.8808 -2.3003
H 0.9644 -1.4860 1.1481
H 1.0155 0.4333 0.0536
H -0.5332 1.2823 -0.1205
H -0.7781 0.5602 -2.4286
H 0.4660 -0.6820 -2.2521
H 1.6960 3.3915 -2.7664
H -0.0359 3.0493 -2.5142
H 1.0911 3.0047 -1.1370
H 1.8845 -0.0826 -4.0709
H 2.4532 1.6662 -4.2814
```

gap between HOMO and LUMO	10.785	eV
energy	-440.3520	hartree
ΔE to the lowest compared entry with this formula, charge and spin	355.1	kJ/mol
charge	0

4.
DFT (ωB97M-V with the def2-TZVPD basis set) results for 2 unconnected molecules or ions with the total composition C6H11NO2 at a distorted geometry.

XYZ file:
```
20
Properties=species:S:1:pos:R:3
C -0.6901 -1.9278 0.7594
C 0.5456 -1.2111 1.2961
O 0.2840 -0.4477 2.4545
C 1.2471 -0.3717 0.2350
O 1.4177 -0.7692 -0.9177
H -1.1042 -2.5860 1.5196
H -0.4170 -2.5106 -0.1176
H -1.4510 -1.2048 0.4662
H 1.2878 -1.9569 1.6113
H -0.5173 0.0694 2.3078
H 1.8959 0.4006 0.6788
C 0.4398 2.5863 -0.8062
C -0.3271 1.6092 -0.2893
N -1.2550 0.9109 -1.0834
C -0.8946 0.2412 -2.0814
H 0.9273 3.3125 -0.1784
H 0.6479 2.6279 -1.8626
H -0.6174 1.6532 0.7548
H -1.6452 -0.3213 -2.6240
H 0.2259 -0.1042 -2.1229
```

gap between HOMO and LUMO	9.225	eV
energy	-440.3514	hartree
ΔE to the lowest compared entry with this formula, charge and spin	356.7	kJ/mol
charge	0

5.
DFT (ωB97M-V with the def2-TZVPD basis set) results for a single C6H11NO2 molecule at a distorted geometry.

XYZ file:
```
20
Properties=species:S:1:pos:R:3
C 0.7539 1.9768 -0.6874
C 0.0236 0.6792 -0.6704
C 0.6909 -0.5206 -0.0020
C 0.9070 -1.2937 -1.2343
O 1.9971 -1.4135 -1.7867
O -0.1575 -2.0887 -1.5988
C -0.5894 -0.1991 0.6854
C -0.5109 0.4493 2.0430
N -1.7405 -1.0088 0.4633
H 0.7482 2.3843 -1.7042
H 1.8049 1.8604 -0.4039
H 0.2983 2.7246 -0.0302
H -0.7630 0.6237 -1.4148
H 1.6064 -0.3078 0.5406
H 0.1969 -2.5893 -2.3576
H -0.3219 -0.3136 2.8074
H -1.4544 0.9419 2.2995
H 0.2984 1.1800 2.1010
H -1.6377 -1.6415 -0.3339
H -2.1504 -1.4435 1.2841
```

gap between HOMO and LUMO	8.859	eV
energy	-440.4056	hartree
ΔE to the lowest compared entry with this formula, charge and spin	214.3	kJ/mol
charge	0

6.
DFT (ωB97M-V with the def2-TZVPD basis set) results for 3 unconnected molecules or ions with the total composition C6H11NO2S at a distorted geometry.

XYZ file:
```
21
Properties=species:S:1:pos:R:3
C 1.8247 2.8776 0.8786
C 2.1085 1.7977 0.1710
C -0.8317 -3.0317 1.8740
C -1.7701 -2.2065 1.4206
C 0.6652 1.0558 -3.0715
C -0.5501 0.6346 -2.4958
N 1.7402 1.4512 -3.3169
O 0.1031 0.3177 0.4511
O 2.2834 -0.7795 -0.2641
S 1.5204 0.2014 0.8847
H 2.0194 3.8516 0.5512
H 1.5621 2.7692 1.8758
H 2.1489 1.7257 -0.9188
H -1.0856 -3.4648 2.7979
H 0.1117 -3.3040 1.3613
H -1.6093 -1.7480 0.4354
H -2.6097 -1.9341 2.0082
H -1.0158 -0.1185 -3.2850
H -1.1451 1.4625 -2.2888
H -0.3381 0.1634 -1.5925
H 2.7277 -1.5219 0.1347
```

gap between HOMO and LUMO	10.085	eV
energy	-838.5049	hartree
ΔE to the lowest compared entry with this formula, charge and spin	312.7	kJ/mol
charge	0

7.
DFT (ωB97M-V with the def2-TZVPD basis set) results for a single C6H11NO3 molecule at a distorted geometry.

XYZ file:
```
21
Properties=species:S:1:pos:R:3
C -0.0557 0.7654 -1.4349
N -0.2742 0.3254 -0.0591
C -0.4262 1.4911 0.7782
C -1.4313 -0.7157 0.0300
C -0.7621 -2.0340 0.2070
O 0.6525 -1.7161 0.0492
C 0.8864 -0.4987 0.5053
C 2.4111 0.1797 0.1242
O 3.2236 -0.5893 -0.2818
O 2.2811 1.3973 0.2345
H 0.6974 1.4884 -1.3899
H 0.1931 -0.1488 -2.0119
H -1.0395 1.1901 -1.7075
H 0.4990 2.0570 0.6187
H -1.2208 2.0384 0.4872
H -0.4938 1.2894 1.7940
H -1.9457 -0.6015 -0.9394
H -2.0077 -0.3074 0.7888
H -0.7754 -2.4646 1.2398
H -0.9904 -2.7289 -0.5732
H 0.5785 -0.4172 1.5408
```

gap between HOMO and LUMO	8.750	eV
energy	-515.6090	hartree
ΔE to the lowest compared entry with this formula, charge and spin	370.7	kJ/mol
charge	0

8.
DFT (ωB97M-V with the def2-TZVPD basis set) results for a molecular structure, C6H11NO5P at a distorted geometry.

XYZ file:
```
24
Properties=species:S:1:pos:R:3
C 2.5303 1.7593 -2.3148
C -0.6185 0.0530 -0.8130
C -0.4463 -1.9536 0.5459
C 0.6925 0.2159 1.3597
C -0.5432 -0.4537 0.6586
C -1.8855 0.0355 1.3715
N 1.7950 2.7070 -2.2834
O 3.0820 0.7629 -2.3759
O 0.5535 -0.1345 -1.5497
O 0.7793 -2.3182 -0.1904
O 1.9225 -0.0571 0.6117
O -1.9188 1.4230 1.1563
P 1.9557 -0.6105 -0.8082
H -1.4297 -0.3603 -1.3067
H -0.7990 1.1170 -0.7853
H -0.5280 -2.4650 1.4793
H -1.3328 -2.3885 -0.0177
H 0.3611 1.2212 1.4504
H 0.7393 -0.0656 2.3806
H -1.8467 -0.3095 2.3937
H -2.7308 -0.4312 0.9289
H 1.5340 3.5250 -2.7525
H 0.6870 -3.0602 -0.8713
H -2.5530 1.7880 1.7321
```

gap between HOMO and LUMO	11.092	eV
energy	-1007.2680	hartree
ΔE to the lowest compared entry with this formula, charge and spin	23.6	kJ/mol
charge	+1

9.
DFT (ωB97M-V with the def2-TZVPD basis set) results for a single C6H11NOP2 molecule at a distorted geometry.

XYZ file:
```
21
Properties=species:S:1:pos:R:3
C 1.6529 -2.2826 0.6149
C 1.0037 -1.9248 -0.6762
C 1.1804 -0.3654 -1.0281
C 0.1363 0.3931 -0.1677
C -1.5690 2.1907 -0.1528
C -0.4574 1.5037 -0.9533
N 0.6815 0.8311 1.1181
O 0.9387 -2.2183 1.6472
P -0.7991 -1.6352 1.9832
P 0.3286 0.2780 2.5132
H 1.5969 -2.4686 -1.4972
H -0.0407 -2.0448 -0.7798
H 2.2802 -0.0459 -0.7112
H 0.9617 -0.0964 -2.1713
H -0.6974 -0.2935 0.1618
H -1.0791 2.6702 0.6845
H -2.2878 1.4118 0.1229
H -2.2916 2.8329 -0.8276
H 0.2642 2.2904 -1.2163
H -0.9388 1.1237 -1.9278
H -0.8643 -2.1501 3.2636
```

gap between HOMO and LUMO (spin up / spin down)	6.915 / 6.914	eV
energy	-1047.7445	hartree
ΔE to the lowest compared entry with this formula, charge and spin	334.5	kJ/mol
charge	0

10.
DFT (ωB97M-V with the def2-TZVPD basis set) results for a single C6H11NOS molecule at a distorted geometry.

XYZ file:
```
20
Properties=species:S:1:pos:R:3
C -0.5898 -0.9858 0.2522
C -0.2102 0.0317 -0.8187
C 1.3846 -0.2918 1.1941
C -0.5835 1.9165 -2.4304
C 0.0891 -1.7884 2.5154
C -0.9616 0.4863 -2.0324
N 0.3445 -1.2799 1.1955
O 1.2462 2.1073 0.0690
S 1.4083 0.7116 -0.3309
H -1.4978 -1.5602 0.3500
H 1.2971 0.3418 2.0106
H 2.2719 -0.7974 1.3786
H 0.4220 1.9815 -2.2540
H -1.0890 2.5238 -1.8068
H -0.7528 1.9638 -3.4595
H -0.5839 -1.1400 3.0787
H -0.5379 -2.7537 2.5918
H 1.0577 -1.8780 2.9312
H -0.7732 -0.2204 -2.8504
H -1.9418 0.6312 -1.5840
```

gap between HOMO and LUMO	8.373	eV
energy	-763.2692	hartree
ΔE to the lowest compared entry with this formula, charge and spin	360.3	kJ/mol
charge	0

11.
DFT (ωB97M-V with the def2-TZVPD basis set) results for a single C6H11NOS molecule at a distorted geometry.

XYZ file:
```
20
Properties=species:S:1:pos:R:3
C -0.3691 -1.1948 -0.4446
C 0.1528 0.0451 0.0107
C -0.9409 -1.4985 -1.7564
C -0.3106 -0.2131 2.3443
C 0.5184 1.0879 -1.0355
C 0.4660 1.8486 1.4543
N 0.0456 0.4925 1.2734
O 0.6966 -3.5113 -2.0726
S 0.8367 -2.0597 -2.0881
H -0.3391 -2.0041 0.3120
H -1.8384 -2.1520 -1.6925
H -1.3245 -0.4833 -2.3035
H -0.2804 0.2663 3.2306
H -0.7107 -1.1591 2.1298
H -0.3970 1.7132 -1.1973
H 0.7407 0.5775 -1.9766
H 1.4808 1.5206 -0.6719
H 1.4282 1.8732 1.7513
H 0.3219 2.5358 0.4777
H -0.1773 2.3151 2.2547
```

gap between HOMO and LUMO (spin up / spin down)	6.789 / 6.670	eV
energy	-763.1958	hartree
ΔE to the lowest compared entry with this formula, charge and spin	553.3	kJ/mol
charge	0

12.
DFT (ωB97M-V with the def2-TZVPD basis set) results for 2 unconnected molecules or ions with the total composition C6H11NS at a distorted geometry.

XYZ file:
```
19
Properties=species:S:1:pos:R:3
C 3.6652 -1.3882 -0.2180
N 2.9787 -0.3753 0.2939
S 3.6040 1.0303 0.7379
H 3.3265 -2.2754 -0.7091
H 4.7310 -1.0805 -0.1260
H 1.9907 -0.4721 0.4685
C 0.0681 -2.1479 -0.6708
C -0.2289 -1.0051 -0.7290
C -0.5213 0.3666 -0.8602
C -1.1222 0.6177 -2.3304
C -1.5133 0.6463 0.2379
H 0.7201 -2.9768 -0.6655
H 0.4457 1.0710 -0.5402
H -0.3014 0.8107 -2.9945
H -1.8433 1.4591 -2.4315
H -1.5251 -0.3697 -2.5605
H -1.7358 1.6615 0.1480
H -1.2455 0.3998 1.2294
H -2.4179 0.1623 0.1827
```

gap between HOMO and LUMO (spin up / spin down)	7.996 / 7.998	eV
energy	-687.9838	hartree
ΔE to the lowest compared entry with this formula, charge and spin	434.4	kJ/mol
charge	0